No. 1
{"formula": "C78H162F9N6O6", "method": "ωB97M-V with the def2-TZVPD basis set", "de_lowest_kcal_mol": 0.0, "orbital_gap_ha": 0.2517, "charge": 3, "lumo_energy_ev": -3.92, "e_tot_ha": -4746.88464, "homo_ev": -10.76, "symbols": ["C", "C", "C", "C", "N", "C", "C", "C", "C", "C", "C", "C", "H", "H", "H", "H", "H", "H", "H", "H", "H", "H", "H", "H", "H", "H", "H", "H", "H", "H", "H", "H", "H", "H", "H", "H", "C", "C", "C", "C", "N", "C", "C", "C", "C", "C", "C", "C", "H", "H", "H", "H", "H", "H", "H", "H", "H", "H", "H", "H", "H", "H", "H", "H", "H", "H", "H", "H", "H", "H", "H", "H", "C", "C", "C", "C", "N", "C", "C", "C", "C", "C", "C", "C", "H", "H", "H", "H", "H", "H", "H", "H", "H", "H", "H", "H", "H", "H", "H", "H", "H", "H", "H", "H", "H", "H", "H", "H", "C", "C", "C", "C", "N", "C", "C", "C", "C", "C", "C", "C", "H", "H", "H", "H", "H", "H", "H", "H", "H", "H", "H", "H", "H", "H", "H", "H", "H", "H", "H", "H", "H", "H", "H", "H", "C", "C", "C", "C", "N", "C", "C", "C", "C", "C", "C", "C", "H", "H", "H", "H", "H", "H", "H", "H", "H", "H", "H", "H", "H", "H", "H", "H", "H", "H", "H", "H", "H", "H", "H", "H", "C", "C", "C", "C", "N", "C", "C", "C", "C", "C", "C", "C", "H", "H", "H", "H", "H", "H", "H", "H", "H", "H", "H", "H", "H", "H", "H", "H", "H", "H", "H", "H", "H", "H", "H", "H", "C", "O", "O", "C", "F", "F", "F", "C", "C", "H", "H", "H", "H", "H", "H", "C", "O", "O", "C", "F", "F", "F", "C", "C", "H", "H", "H", "H", "H", "H", "C", "O", "O", "C", "F", "F", "F", "C", "C", "H", "H", "H", "H", "H", "H"], "positions_angstrom": [[-3.030, -5.596, 5.837], [-2.654, -4.901, 4.542], [-1.783, -3.650, 4.736], [-1.088, -3.238, 3.443], [0.164, -2.366, 3.667], [1.348, -3.091, 4.293], [1.973, -3.993, 3.200], [1.487, -3.315, 1.861], [0.648, -2.079, 2.269], [-0.160, -1.050, 4.357], [-1.403, -0.365, 3.762], [-1.712, 0.902, 4.574], [-3.467, -6.604, 5.643], [-3.718, -5.050, 6.499], [-2.142, -5.804, 6.370], [-3.536, -4.722, 3.944], [-1.985, -5.576, 3.997], [-1.000, -3.930, 5.452], [-2.445, -2.794, 5.090], [-1.741, -2.737, 2.759], [-0.730, -4.128, 2.965], [2.048, -2.272, 4.621], [0.922, -3.687, 5.093], [3.084, -3.939, 3.253], [1.744, -5.148, 3.220], [2.255, -2.980, 1.207], [0.825, -3.945, 1.263], [1.384, -1.281, 2.449], [-0.084, -1.828, 1.500], [0.689, -0.421, 4.305], [-0.442, -1.395, 5.384], [-2.342, -0.947, 3.668], [-1.093, -0.057, 2.747], [-0.779, 1.506, 4.512], [-1.981, 0.571, 5.624], [-2.559, 1.352, 4.122], [11.116, -2.613, -0.628], [9.989, -1.705, -0.229], [8.971, -2.437, 0.683], [8.082, -1.416, 1.355], [7.504, -1.900, 2.728], [6.755, -0.808, 3.450], [6.800, -1.291, 4.916], [7.981, -2.299, 5.070], [8.608, -2.201, 3.664], [6.671, -3.188, 2.622], [5.424, -3.203, 1.725], [4.957, -4.705, 1.556], [11.737, -2.935, 0.262], [11.783, -1.953, -1.180], [10.805, -3.457, -1.297], [9.649, -1.306, -1.187], [10.466, -0.832, 0.238], [9.611, -2.983, 1.358], [8.292, -3.122, 0.153], [7.292, -1.083, 0.710], [8.604, -0.500, 1.662], [5.863, -0.645, 2.957], [7.357, 0.115, 3.379], [5.920, -1.887, 5.137], [6.943, -0.425, 5.563], [7.543, -3.300, 5.205], [8.643, -2.123, 5.903], [9.162, -3.183, 3.531], [9.265, -1.359, 3.619], [6.292, -3.404, 3.631], [7.414, -3.960, 2.337], [5.550, -2.725, 0.749], [4.742, -2.593, 2.282], [5.767, -5.245, 1.077], [4.110, -4.729, 0.888], [4.943, -5.200, 2.507], [4.029, 5.254, 7.069], [3.838, 6.575, 6.281], [3.306, 6.419, 4.773], [2.091, 5.498, 4.578], [1.668, 5.411, 3.129], [2.605, 4.660, 2.164], [1.737, 4.002, 1.150], [0.300, 3.973, 1.697], [0.457, 4.504, 3.155], [1.528, 6.759, 2.468], [0.445, 7.612, 3.152], [0.628, 9.058, 2.863], [3.108, 4.818, 7.373], [4.742, 5.400, 7.909], [4.546, 4.538, 6.455], [4.791, 7.147, 6.292], [3.033, 7.200, 6.804], [4.088, 6.039, 4.179], [3.020, 7.451, 4.553], [1.234, 5.729, 5.233], [2.410, 4.488, 4.742], [3.211, 5.469, 1.785], [3.219, 3.952, 2.752], [1.749, 4.561, 0.209], [2.135, 2.999, 1.066], [-0.274, 4.718, 1.115], [-0.197, 2.990, 1.669], [-0.393, 5.004, 3.647], [0.857, 3.714, 3.772], [1.145, 6.531, 1.472], [2.488, 7.227, 2.358], [0.514, 7.491, 4.246], [-0.605, 7.316, 3.017], [1.552, 9.534, 3.145], [-0.162, 9.568, 3.350], [0.595, 9.329, 1.825], [8.836, 0.500, -7.854], [7.911, 1.404, -7.104], [6.457, 1.218, -7.640], [5.417, 2.163, -7.075], [4.004, 1.807, -7.480], [3.853, 1.826, -8.995], [2.507, 2.378, -9.324], [2.389, 3.452, -8.286], [2.997, 2.855, -7.030], [3.605, 0.503, -6.901], [3.803, 0.406, -5.319], [3.015, -0.778, -4.808], [8.828, 0.714, -8.942], [8.564, -0.538, -7.696], [9.925, 0.589, -7.563], [8.235, 2.426, -7.317], [8.031, 1.284, -6.024], [6.243, 0.140, -7.472], [6.653, 1.491, -8.686], [5.581, 3.187, -7.485], [5.333, 2.261, -5.995], [3.979, 0.845, -9.381], [4.692, 2.327, -9.361], [1.808, 1.554, -9.280], [2.381, 2.723, -10.334], [1.310, 3.683, -8.150], [2.958, 4.329, -8.602], [2.281, 2.314, -6.327], [3.411, 3.604, -6.411], [4.146, -0.325, -7.330], [2.467, 0.533, -6.962], [3.512, 1.362, -4.729], [4.806, 0.255, -5.070], [3.598, -1.705, -4.824], [2.149, -0.965, -5.392], [2.740, -0.637, -3.809], [-4.035, -1.468, -1.105], [-3.006, -2.564, -0.716], [-2.483, -3.380, -1.864], [-1.406, -2.710, -2.609], [-0.486, -3.742, -3.205], [0.559, -3.154, -4.163], [1.674, -4.249, -4.246], [1.578, -5.089, -2.935], [0.434, -4.438, -2.144], [-1.284, -4.801, -4.010], [-2.287, -4.272, -5.092], [-2.668, -5.393, -6.083], [-4.943, -1.723, -1.758], [-3.540, -0.625, -1.656], [-4.484, -1.039, -0.202], [-3.486, -3.193, 0.033], [-2.197, -2.001, -0.290], [-3.361, -3.661, -2.455], [-2.071, -4.349, -1.405], [-0.844, -2.091, -1.862], [-1.766, -1.927, -3.384], [0.085, -2.965, -5.156], [0.942, -2.228, -3.743], [1.599, -4.817, -5.176], [2.623, -3.671, -4.204], [1.361, -6.223, -3.014], [2.499, -5.040, -2.369], [-0.173, -5.219, -1.613], [0.693, -3.589, -1.421], [-1.655, -5.425, -3.198], [-0.452, -5.334, -4.526], [-1.825, -3.458, -5.627], [-3.217, -3.910, -4.589], [-3.462, -5.015, -6.761], [-3.105, -6.329, -5.658], [-1.733, -5.621, -6.592], [-9.976, -0.375, 0.942], [-11.460, -0.799, 0.838], [-12.413, 0.195, 1.420], [-13.853, -0.175, 1.266], [-14.775, 0.985, 1.363], [-14.753, 1.512, 2.814], [-16.017, 2.359, 2.951], [-17.060, 1.607, 2.156], [-16.222, 0.605, 1.278], [-14.563, 2.160, 0.420], [-14.443, 1.723, -1.025], [-14.423, 2.923, -1.933], [-9.934, 0.008, 1.980], [-9.756, 0.495, 0.316], [-9.315, -1.224, 0.728], [-11.563, -1.736, 1.351], [-11.656, -0.859, -0.203], [-12.183, 1.128, 0.990], [-12.124, 0.301, 2.453], [-14.223, -0.849, 2.120], [-14.109, -0.754, 0.346], [-13.839, 2.060, 3.069], [-14.883, 0.593, 3.431], [-15.898, 3.389, 2.572], [-16.342, 2.480, 3.997], [-17.568, 2.313, 1.538], [-17.805, 1.088, 2.774], [-16.675, 0.434, 0.268], [-16.387, -0.342, 1.768], [-13.558, 2.614, 0.726], [-15.446, 2.763, 0.574], [-15.356, 1.255, -1.231], [-13.518, 1.076, -1.126], [-14.314, 2.539, -3.000], [-13.496, 3.542, -1.886], [-15.350, 3.518, -1.775], [-1.439, -0.426, -6.617], [-1.176, 1.030, -6.425], [-1.100, -1.300, -5.756], [-2.952, -0.466, -6.919], [-3.361, -1.727, -7.101], [-3.767, 0.024, -5.970], [-3.152, 0.144, -8.079], [-1.525, 1.570, -5.184], [-0.449, 2.640, -4.794], [0.538, 2.296, -4.425], [-0.237, 3.409, -5.587], [-0.748, 3.268, -3.910], [-1.643, 0.917, -4.366], [-2.429, 2.159, -5.154], [-1.004, -0.533, -7.626], [3.642, 0.122, 4.639], [2.768, 0.359, 5.746], [3.380, -1.001, 4.031], [3.516, 1.443, 3.830], [2.247, 1.779, 3.456], [3.973, 2.465, 4.571], [4.127, 1.468, 2.629], [3.186, -0.539, 6.788], [2.346, -0.359, 8.005], [2.813, 0.302, 8.742], [1.416, 0.119, 7.637], [2.068, -1.265, 8.487], [4.225, -0.353, 6.937], [3.062, -1.584, 6.397], [4.716, 0.235, 5.047], [0.889, -0.304, -1.102], [2.339, 0.019, -1.276], [0.579, -1.382, -0.432], [0.185, 0.860, -0.232], [0.385, 0.675, 1.068], [0.695, 2.094, -0.582], [-1.157, 0.838, -0.340], [3.282, -0.450, -0.346], [4.494, 0.482, -0.548], [5.025, 0.528, -1.559], [4.231, 1.522, -0.337], [5.258, 0.213, 0.196], [3.456, -1.433, -0.644], [2.806, -0.457, 0.630], [0.495, -0.206, -2.112]]}

No. 2
{"formula": "C2H3FS2", "method": "ωB97M-V with the def2-TZVPD basis set", "de_lowest_kcal_mol": 64.7, "orbital_gap_ha": 0.2945, "lumo_energy_ev": -0.90, "e_tot_ha": -974.11608, "homo_ev": -8.91, "symbols": ["C", "C", "H", "H", "H", "F", "S", "S"], "positions_angstrom": [[-0.537, 0.208, -0.384], [0.505, -0.922, 0.057], [-0.999, 2.593, 0.517], [0.687, -1.129, 1.147], [0.486, -2.110, -0.459], [1.744, -0.217, -0.414], [0.130, 1.671, -0.199], [-2.015, -0.094, -0.265]]}

No. 3
{"formula": "C2H4N2O2S", "method": "ωB97M-V with the def2-TZVPD basis set", "de_lowest_kcal_mol": 68.6, "orbital_gap_ha": 0.3491, "lumo_energy_ev": 0.78, "smiles": "S/N=C1\\NOCO1", "e_tot_ha": -736.69554, "homo_ev": -8.72, "symbols": ["S", "N", "C", "N", "O", "C", "O", "H", "H", "H", "H"], "positions_angstrom": [[2.797, 0.263, 0.065], [1.509, -0.886, -0.057], [0.355, -0.369, 0.008], [-0.046, 0.961, 0.203], [-1.443, 1.023, -0.239], [-1.844, -0.247, 0.156], [-0.769, -1.130, -0.064], [3.697, -0.477, -0.535], [0.502, 1.651, -0.345], [-2.032, -0.238, 1.283], [-2.725, -0.550, -0.476]]}

No. 4
{"formula": "CH2N2S2", "method": "ωB97M-V with the def2-TZVPD basis set", "de_lowest_kcal_mol": 50.5, "orbital_gap_ha": [0.2595, 0.2592], "lumo_energy_ev": [-2.24, -2.24], "smiles": "S=[NH+][S-].C#N", "e_tot_ha": -945.08310, "homo_ev": [-9.30, -9.29], "symbols": ["S", "N", "S", "H", "C", "N", "H"], "positions_angstrom": [[0.824, 0.953, -0.034], [-0.306, 1.859, -0.905], [-1.828, 2.164, -0.554], [-0.057, 2.081, -1.794], [0.449, -2.235, 1.065], [-0.575, -2.725, 1.144], [1.492, -2.096, 1.076]]}